# C30H75BF4N5Na3O10

A molecular structure, C30H75BF4N5Na3O10 (ωB97M-V with the def2-TZVPD basis set, the Open Molecules 2025 dataset).

```
128
Properties=species:S:1:pos:R:3:forces:R:3:lowdin_charge:R:1
Na -0.3986 0.4907 4.4172 0.732 1.011 -0.491 0.609
Na 0.6922 -3.2655 4.5377 0.537 -0.161 -0.586 0.867
Na -2.6676 -1.9118 3.0915 -0.812 -0.324 -1.320 0.636
F -0.5674 0.1426 2.0662 -1.869 1.058 1.998 0.153
F 0.4983 -1.7709 2.6107 0.934 -1.811 3.999 0.142
F 0.8107 -0.7661 0.7019 0.670 -0.409 -1.204 0.202
F -1.1227 -1.8811 1.1744 -2.060 -0.848 -0.120 0.203
O -2.1503 -0.3674 -2.8743 -0.780 1.216 -0.254 -0.166
O 3.7129 5.3190 -1.5818 -0.094 -1.705 1.636 -0.200
O -0.9749 4.4194 7.4199 -0.349 0.140 -2.728 -0.182
O -4.5182 1.9177 1.5978 -0.205 -0.778 0.533 -0.161
O 3.5062 -4.2615 -0.2797 -1.260 -0.270 1.260 -0.170
O 3.5878 -0.6878 -5.8515 -1.126 0.355 0.011 -0.193
O -2.6541 -4.6310 -4.6378 -1.131 -1.099 -0.760 -0.200
O -3.4683 -3.9278 1.6636 -1.003 0.829 1.514 -0.223
O 1.6900 1.1292 3.3954 0.230 -0.658 0.689 -0.239
O 0.2046 2.8852 -1.5291 0.030 0.376 0.183 -0.192
N 3.2390 2.6057 -1.1318 -0.772 -1.705 -0.918 -0.052
N 0.0027 2.8330 5.0003 -0.304 0.234 -0.627 -0.065
N 2.0102 -2.9939 -3.4488 1.302 0.791 0.842 -0.038
N -0.9297 -2.7887 -3.0809 -0.792 -0.638 0.689 -0.040
N -4.6578 -1.1996 1.7752 1.458 0.587 0.321 -0.085
C -4.4386 -3.4960 0.7165 -0.003 0.541 -0.130 -0.160
C -1.0384 3.5800 -1.2634 1.759 -0.527 -0.271 -0.072
C 2.8880 0.3455 3.4566 -0.020 0.068 -0.460 -0.048
C -1.1855 -4.2152 -2.8694 1.221 -1.145 -0.624 -0.189
C 3.7113 -1.6780 -4.8919 -1.573 -0.106 0.918 -0.228
C 0.5049 3.1802 3.6466 1.308 -0.276 -0.081 -0.173
C 2.2007 1.6422 -0.7284 -1.137 1.804 0.687 -0.135
C -5.3260 -2.3995 1.3419 -0.583 -1.417 0.587 -0.175
C -2.2545 0.9783 -3.3312 0.113 0.662 0.208 -0.076
C 2.7049 -2.9244 -2.1110 -0.780 -0.839 -1.407 -0.176
C 2.6470 -4.3006 -1.4115 0.656 1.181 -0.855 -0.202
C 4.5964 4.5527 -0.7013 -0.586 0.523 -0.448 -0.177
C -3.5468 0.9349 1.2152 0.361 1.567 0.122 -0.189
C 4.2079 6.4982 -2.1281 0.133 0.256 -0.612 -0.120
C 3.8234 3.3947 -0.0860 -0.131 0.207 -1.034 -0.236
C -4.0395 3.0792 2.2768 -0.300 0.456 -0.752 -0.076
C -1.0258 -0.5606 -2.0629 0.216 -1.267 -0.384 -0.209
C 2.9685 -3.5346 0.8399 1.554 -0.339 -0.454 -0.106
C 0.8465 2.4207 -0.3523 0.199 -1.480 0.211 -0.209
C -2.4407 -4.7332 1.1960 0.522 -0.246 -1.025 -0.097
C -1.3440 -4.9948 -4.2144 -0.637 1.653 0.828 -0.187
C -1.3195 3.4042 5.2731 -0.571 -0.094 0.615 -0.198
C 2.2870 -1.7934 -4.2702 0.079 -0.349 0.093 -0.187
C -1.1639 4.5064 8.7689 0.578 -0.843 2.116 -0.134
C -3.1721 -5.4360 -5.7273 1.514 -0.145 -0.447 -0.082
C -4.0815 -0.3911 0.7124 0.080 0.495 -0.754 -0.170
C 1.8757 2.5416 3.4610 -0.262 -0.053 0.024 -0.180
C -0.9875 -2.0649 -1.8188 0.853 0.473 -0.110 -0.202
C -1.7172 3.3905 6.7448 1.081 1.098 0.537 -0.187
C 4.7026 -0.5778 -6.6437 0.439 -0.061 -1.036 -0.132
B -0.1365 -1.0798 1.6207 1.823 1.439 -2.799 -1.512
H 0.1772 1.7397 0.1735 -0.296 -0.677 -0.113 0.082
H 3.7093 6.6726 -3.0816 -0.005 -0.290 -0.154 0.088
H 2.6617 -0.7090 3.6147 -0.538 -0.002 0.055 0.069
H 0.7277 4.2379 3.5059 -0.599 0.356 0.168 0.140
H -1.7908 -4.9782 2.0360 0.162 0.156 -0.024 0.086
H 1.6113 -4.5514 -1.1824 -0.167 -0.056 0.431 0.097
H 3.3831 0.3578 2.4856 0.289 0.298 0.077 0.101
H -1.0282 -0.0762 -1.0864 -0.378 0.557 0.106 0.107
H 4.0035 -2.6411 -5.3104 0.100 -0.181 -0.137 0.126
H -6.2076 -2.2712 0.7138 0.164 0.457 -0.532 0.135
H 3.0650 3.8043 0.5812 -0.142 0.232 0.418 0.090
H -1.7085 2.8499 -0.8095 -0.424 0.301 0.090 0.053
H -0.6012 -4.6115 -4.9139 0.170 0.098 -0.136 0.123
H 2.3660 2.9383 2.5720 -0.077 -0.221 -0.296 0.116
H -0.3413 -4.6779 -2.3580 0.560 0.207 -0.007 0.095
H -4.7836 -0.2981 -0.1161 -0.337 0.568 -0.010 0.146
H -2.7507 -5.6839 0.7621 -0.412 -0.078 0.054 0.108
H 5.6007 -0.3854 -6.0567 0.215 0.344 -0.018 0.090
H -1.3881 3.9660 -2.2209 -0.166 -0.254 0.118 0.100
H -2.0798 2.7944 4.7852 -0.072 0.018 -0.393 0.090
H -2.7868 3.5811 6.8323 -0.143 -0.044 0.049 0.133
H -1.8072 -2.3482 -1.1585 -0.710 -0.109 -0.166 0.085
H 1.0150 -2.9223 -3.2922 -0.328 -0.312 0.021 0.031
H 2.5107 2.8293 4.2989 0.169 -0.209 0.292 0.134
H -1.9852 -4.4140 -2.1559 -0.772 0.050 -0.302 0.102
H -0.5843 5.3154 9.2135 -0.157 0.294 -0.490 0.102
H 4.9814 5.0932 0.1635 0.016 0.755 -0.177 0.119
H -3.9283 -3.1638 -0.1875 0.189 0.378 -0.107 0.118
H -1.4618 2.4484 7.2298 -0.135 -0.467 0.008 0.117
H -2.8644 1.3998 0.5036 -0.110 -0.170 -0.665 0.113
H 2.2544 -2.1858 -1.4480 -0.095 0.396 0.058 0.088
H -1.3462 1.3668 -3.7919 0.361 -0.475 -0.224 0.096
H -0.1180 -2.2799 -1.1976 0.410 -0.140 -0.188 0.103
H -0.7110 3.6135 9.2000 -0.139 -0.378 0.536 0.086
H -1.9342 -4.1733 0.4098 0.597 -0.192 -0.005 0.075
H 2.8351 3.1830 -1.8554 0.217 0.324 -0.055 0.105
H -4.8827 3.6294 2.6944 -0.241 -0.445 0.004 0.099
H 5.4495 4.2042 -1.2834 0.020 -0.142 -0.107 0.126
H 3.9346 7.3767 -1.5436 0.519 0.039 0.458 0.086
H 3.6112 -3.8036 1.6782 0.328 0.158 0.020 0.081
H -5.0591 -4.3217 0.3683 -0.194 -0.165 0.342 0.140
H 5.2724 6.3816 -2.3316 0.172 0.490 0.129 0.091
H -0.1222 2.8462 2.8200 -0.435 -0.043 0.207 0.121
H 1.8686 0.8907 -1.4447 0.457 0.419 -0.812 0.099
H 3.5510 0.6326 4.2727 0.052 0.381 -0.096 0.102
H 3.0632 -2.4660 0.6473 -0.337 0.118 0.185 0.080
H 3.0115 -5.0714 -2.0905 0.166 0.050 0.112 0.128
H 4.8612 -1.5057 -7.1931 0.187 -0.254 -0.164 0.089
H 2.0211 -0.8724 -3.7514 0.458 0.397 0.538 0.096
H -3.2494 -0.8890 0.2147 0.298 -0.219 0.327 0.106
H -3.5992 3.7941 1.5817 0.311 -0.134 -0.299 0.092
H -0.8247 4.4318 -0.6178 -0.238 0.039 0.280 0.089
H -3.0642 1.1540 -4.0394 -0.083 -0.702 0.082 0.097
H 1.5283 -1.7692 -5.0524 0.341 -0.408 -0.495 0.118
H -2.1888 4.5629 9.1354 -0.284 0.156 -0.380 0.098
H -1.1650 -6.0673 -4.1383 -0.400 -0.161 0.309 0.120
H -2.9170 -6.4897 -5.6142 -0.125 -0.202 0.570 0.078
H -2.4096 1.6754 -2.5077 -0.265 -0.155 0.365 0.056
H 0.9370 3.1891 0.4155 0.636 0.766 -0.253 0.093
H -3.3214 2.9452 3.0858 0.103 -0.706 0.030 0.052
H -5.7655 -2.7970 2.2568 0.017 -0.443 0.065 0.126
H -5.2488 -0.5699 2.2989 -0.556 -0.267 0.072 0.127
H 0.6415 3.3175 5.6145 0.204 -0.151 0.501 0.124
H 3.7380 -2.6326 -2.2998 0.067 -0.183 0.201 0.118
H -0.1507 -0.2207 -2.6168 0.359 -0.029 0.101 0.122
H 2.5884 0.9941 0.0576 -0.193 0.391 0.608 0.093
H -1.4175 4.4319 4.9231 -0.003 0.095 -0.167 0.140
H 1.9729 -3.7928 1.2008 -0.584 -0.205 -0.725 0.068
H -4.2344 -5.3848 -5.9658 0.011 0.624 0.823 0.087
H -2.8578 0.8098 2.0505 0.029 -0.535 0.653 0.089
H 4.4802 0.1917 -7.3830 0.399 0.166 0.156 0.097
H 4.5300 2.7858 0.4779 0.053 -0.030 0.218 0.120
H -1.6956 -2.4532 -3.6474 -0.080 0.271 -0.312 0.116
H 4.4629 -1.3311 -4.1827 0.164 -0.330 0.452 0.117
H -2.6370 -5.1856 -6.6433 0.003 0.387 -0.206 0.084
```
Forces are in eV/Å.

The calculation puts the molar mass at 821.73 g mol⁻¹. As for the total energy: -85035.0990 eV. Its charge is +2. Its energy relative to the best compared isomer or geometry (same formula, charge and spin) is 49.51 kcal/mol. As for the HOMO energy: -11.565 eV.

---

# C29H46BaBrNOP2

A molecular structure, C29H46BaBrNOP2 (ωB97M-V with the def2-TZVPD basis set, the Open Molecules 2025 dataset).

```
81
Properties=species:S:1:pos:R:3:forces:R:3:lowdin_charge:R:1
Ba -2.5296 1.6224 0.1078 -1.095 -1.916 1.563 1.905
Br -0.4587 -0.8452 1.1815 -1.529 0.568 0.115 0.347
P 3.1770 -1.6331 0.4127 -0.831 0.498 0.395 1.016
P -3.0045 -2.6260 -1.1779 -0.499 -2.138 -0.632 0.960
O -1.7130 2.3542 2.4188 0.474 0.538 0.255 -0.464
N -2.6156 6.8117 -3.9565 -0.120 0.437 -0.368 0.079
C 4.5856 -0.8754 1.2224 0.298 0.218 -0.212 -0.327
C 4.5594 -2.0182 -2.0631 0.002 0.078 -0.138 -0.099
C 3.6159 -2.6184 -1.0196 -0.031 -0.507 -0.087 -0.319
C -3.1261 -0.7219 -3.1428 -0.116 0.256 -0.011 -0.156
C -2.4555 4.4748 -3.4861 0.297 0.127 0.056 -0.006
C 2.5451 -4.1069 1.5962 0.231 -0.403 0.073 -0.120
C -2.7379 5.5495 -4.3499 0.156 -0.555 0.846 -0.103
C -0.4675 3.5490 4.1040 -0.141 0.037 0.456 -0.136
C -4.7828 -3.3814 0.8334 0.137 0.009 0.189 -0.168
C -1.4395 3.6783 -1.3353 3.419 -0.946 0.038 -0.098
C -2.2499 7.1020 -2.7127 -0.005 -0.940 0.475 -0.099
C -1.9807 4.7454 -2.1852 -0.730 0.592 -0.179 -0.231
C -2.9529 -0.8660 -1.6215 0.270 0.440 0.027 -0.596
C -0.9976 -4.6218 -1.4620 -0.078 0.082 -0.193 -0.154
C -0.3673 2.0321 4.3679 0.188 -0.033 -0.520 -0.134
C 0.8674 1.0557 -1.6551 -0.665 0.447 0.002 -0.010
C 0.5225 1.9973 -0.6499 0.556 -0.571 0.618 -0.293
C -1.2437 3.7007 2.7937 -0.255 -0.165 -0.072 -0.163
C 2.2507 -2.6207 1.6111 -0.520 0.031 -0.141 -0.355
C -0.5321 2.9346 -0.8892 -0.967 3.272 -2.485 -0.188
C 1.6578 -0.0352 -1.3519 0.373 -0.304 0.316 -0.074
C -1.9531 6.0945 -1.7776 0.192 -0.094 -0.184 -0.002
C 2.1158 -0.2248 -0.0355 0.821 1.380 -0.429 -0.362
C -1.4881 1.4265 3.5309 -0.330 -0.165 0.177 -0.212
C 1.2409 1.9661 0.5781 -0.249 0.081 -0.088 -0.036
C 5.7312 -1.8386 1.4934 0.409 -0.207 0.248 -0.107
C -3.3701 -2.8277 0.6160 0.013 0.355 0.005 -0.451
C 2.0268 0.8640 0.8762 0.212 -0.113 -0.381 -0.128
C -1.2264 -3.1174 -1.2768 0.369 0.437 0.471 -0.468
H 2.5636 0.8305 1.8316 -0.400 0.027 -0.408 0.116
H -2.5387 3.4538 -3.8445 0.039 0.093 -0.001 0.108
H -2.4343 1.3487 4.0902 0.309 0.068 -0.083 0.134
H -0.4727 1.7820 5.4240 -0.004 0.057 -0.113 0.125
H 1.1802 -2.4621 1.3743 0.682 -0.049 0.122 -0.042
H 4.8813 -2.8228 -2.7342 -0.052 0.232 0.123 0.095
H 5.4198 -2.6732 2.1357 0.094 0.184 -0.166 0.081
H 3.6035 -4.3231 1.7796 -0.203 -0.120 -0.021 0.074
H -1.0198 4.0227 4.9251 0.166 -0.021 -0.256 0.123
H -0.7672 -2.5539 -2.1049 -0.107 -0.141 0.079 0.071
H -5.0102 -3.4004 1.9036 -0.061 -0.042 -0.135 0.072
H 1.9530 -4.5829 2.3840 0.169 0.002 -0.151 0.093
H 6.1653 -2.2457 0.5715 -0.139 0.083 0.220 0.078
H 0.4967 1.2229 -2.6717 0.029 -0.230 0.392 0.141
H -1.6508 6.3559 -0.7701 0.037 0.017 -0.087 0.114
H -1.9664 -0.4905 -1.2793 -0.277 0.143 -0.139 -0.047
H -5.5402 -2.7696 0.3319 0.077 -0.119 0.050 0.063
H -0.7694 -2.7391 -0.3404 -0.018 -0.403 -0.663 -0.043
H 0.0780 -4.8313 -1.5442 -0.232 -0.017 0.071 0.059
H -3.8053 -0.3895 -1.0947 0.202 -0.168 -0.171 0.019
H 2.4084 -2.1664 2.5998 0.041 -0.062 -0.221 0.111
H 4.0645 -3.5311 -0.5911 -0.181 0.240 -0.110 0.103
H 1.9357 -0.7472 -2.1350 -0.324 0.247 0.287 0.111
H -2.1300 4.3438 2.9147 0.342 -0.179 -0.096 0.129
H -1.3955 -5.2100 -0.6248 0.070 0.159 -0.175 0.072
H 5.4561 -1.5817 -1.6127 -0.157 -0.024 -0.095 0.075
H 4.2120 -0.4439 2.1598 0.063 -0.100 -0.187 0.095
H -3.9756 -1.3369 -3.4842 0.387 0.266 0.120 0.079
H 4.0539 -1.2601 -2.6703 0.225 -0.068 0.139 0.072
H -4.8591 -4.4057 0.4509 -0.043 0.256 0.012 0.074
H 2.6664 -2.9319 -1.4863 0.221 -0.002 0.205 0.107
H -2.2198 -1.0479 -3.6754 -0.331 0.053 0.175 0.079
H -3.2167 -1.8676 1.1253 -0.027 -0.235 0.155 0.020
H -0.6163 4.0911 1.9738 -0.319 -0.218 0.219 0.104
H -3.0638 5.3594 -5.3792 0.130 0.149 0.439 0.125
H 0.6044 1.6487 4.0286 -0.226 0.030 0.038 0.109
H -3.3295 0.3256 -3.4172 0.112 -0.257 -0.077 0.062
H -1.2337 0.4565 3.0731 -0.157 0.505 0.411 -0.019
H 0.5183 4.0212 4.0479 -0.220 -0.083 0.029 0.120
H -2.6167 -3.5234 1.0141 -0.148 0.254 -0.035 0.079
H 4.9035 -0.0404 0.5836 0.013 -0.123 0.144 0.112
H 6.5248 -1.2951 2.0207 -0.144 -0.220 -0.131 0.094
H 2.2457 -4.5539 0.6403 0.109 0.024 0.231 0.076
H -1.4744 -4.9772 -2.3848 0.086 0.031 0.253 0.073
H 1.1527 2.8049 1.2896 -0.039 -0.641 -0.397 0.130
H -2.1851 8.1572 -2.4244 -0.051 -0.423 -0.200 0.125
```
Forces are in eV/Å.

The calculation puts the molar mass at 703.87 g mol⁻¹. As for the total energy: -123656.7693 eV. Its charge is +2. Its energy relative to the best compared isomer or geometry (same formula, charge and spin) is 9.15 kcal/mol. As for the HOMO energy: -12.367 eV.

---

# C2H3IOS

A single C2H3IOS molecule (ωB97M-V with the def2-TZVPD basis set, the Open Molecules 2025 dataset).

```
8
Properties=species:S:1:pos:R:3:forces:R:3:nbo_charge:R:1
I -1.7015 1.7536 0.3444 0.257 -0.329 -0.658 0.114
S -1.0349 -0.0928 -2.3641 0.474 0.255 0.830 0.164
O 1.0184 0.5156 0.9476 -0.199 -0.980 -0.052 -0.702
C 0.3562 -0.3603 0.0036 3.176 -0.411 1.029 -0.216
C -0.5829 0.2996 -0.8724 -1.537 0.928 -1.104 -0.260
H -0.2394 -0.9947 0.5689 -1.643 -1.366 1.159 0.212
H 1.0754 -0.0219 1.7641 0.101 0.743 -0.544 0.476
H 1.1087 -1.0990 -0.3921 -0.629 1.160 -0.660 0.213
```
Forces are in eV/Å.

The calculation puts the molar mass at 202.02 g mol⁻¹. As for the total energy: -23104.4375 eV. Its charge is 0. Its energy relative to the best compared isomer or geometry (same formula, charge and spin) is 31.43 kcal/mol. As for the SMILES: OCC(=S)I. As for the HOMO energy: -9.031 eV.